No. 1
Below is a cluster of 10 separate species, C13H46N2O10 in total in a non-equilibrium geometry, with properties calculated with the ωB97M-V functional and the def2-TZVPD basis.

For the HOMO-LUMO gap, the calculation gives 8.82 eV. The SMILES is NC(N)=O.CCO.CCO.CCO.CO.CO.CO.CO.CO.CO. For the relative energy (zero: lowest compared OMol25 entry of this formula, charge and spin), the calculation gives 6.7684 eV.

```
! wB97M-V def2-TZVPD RIJCOSX def2/J DEFGRID3
* xyz 0 1
C -25.908 4.000 -2.178
C -25.577 3.967 -3.690
O -24.156 4.130 -3.617
H -25.597 4.932 -1.653
H -25.482 3.228 -1.619
H -27.005 4.089 -1.899
H -26.090 4.819 -4.197
H -25.905 3.005 -4.170
H -23.848 3.673 -4.411
C -25.211 -0.386 1.869
C -25.344 -1.919 1.869
O -24.195 -2.396 1.378
H -26.090 0.089 2.250
H -24.876 0.154 0.917
H -24.336 -0.092 2.473
H -26.097 -2.316 1.205
H -25.558 -2.302 2.936
H -23.613 -2.115 1.996
C -24.756 -3.562 -3.579
C -24.834 -2.807 -2.256
O -23.856 -3.245 -1.342
H -23.777 -3.472 -4.074
H -25.456 -3.139 -4.256
H -24.867 -4.641 -3.544
H -25.858 -3.110 -1.915
H -24.777 -1.701 -2.398
H -23.962 -2.991 -0.392
C -20.332 -1.288 -2.195
O -20.139 -0.385 -3.235
N -19.416 -1.396 -1.245
N -21.473 -1.928 -2.005
H -18.609 -0.761 -1.371
H -19.299 -2.177 -0.585
H -22.036 -1.950 -2.849
H -21.706 -2.545 -1.221
C -24.091 0.925 -1.991
O -23.021 0.304 -2.686
H -24.463 1.374 -2.955
H -23.745 1.723 -1.295
H -24.961 0.421 -1.629
H -22.799 -0.519 -2.205
C -21.771 0.574 0.502
O -20.395 0.196 0.676
H -22.187 0.863 1.483
H -22.265 -0.359 0.116
H -21.808 1.335 -0.252
H -20.164 -0.433 -0.054
C -25.215 3.056 1.705
O -23.877 3.082 1.376
H -25.472 2.178 2.365
H -25.875 3.069 0.794
H -25.427 4.019 2.096
H -23.740 3.845 0.808
C -23.338 5.928 -0.370
O -23.062 4.680 -0.886
H -22.711 6.237 0.523
H -24.391 6.258 -0.129
H -23.020 6.579 -1.239
H -23.535 4.534 -1.694
C -24.961 -0.598 -5.407
O -24.177 0.508 -5.891
H -24.533 -0.969 -4.488
H -24.955 -1.430 -6.125
H -25.959 -0.164 -5.244
H -23.301 0.213 -5.654
C -21.026 2.650 -2.596
O -21.478 2.077 -3.776
H -20.220 3.328 -2.905
H -20.578 1.886 -1.998
H -21.903 2.903 -1.944
H -21.994 1.319 -3.546
*
```

Atomic partial charges in e from the Löwdin method, atoms 1 to 8:
1 C -0.10
2 C -0.26
3 O -0.10
4 H 0.07
5 H 0.01
6 H 0.10
7 H 0.12
8 H 0.12

---

No. 2
Below is a cluster of 10 separate species, C13H46O11 in total in a non-equilibrium geometry, with properties calculated with the ωB97M-V functional and the def2-TZVPD basis.

For the HOMO-LUMO gap, the calculation gives 9.76 eV. The SMILES is COCCOC.CO.CO.CO.CO.CO.CO.CO.CO.CO. For the relative energy (zero: lowest compared OMol25 entry of this formula, charge and spin), the calculation gives 3.8738 eV.

```
! wB97M-V def2-TZVPD RIJCOSX def2/J DEFGRID3
* xyz 0 1
C -1.566 -6.999 0.549
O -2.021 -7.971 -0.387
C -3.414 -8.257 -0.472
C -4.344 -7.035 -0.636
O -3.803 -6.071 -1.569
C -4.592 -4.921 -1.752
H -2.098 -7.131 1.491
H -1.916 -6.060 0.119
H -0.490 -6.953 0.716
H -3.739 -8.930 0.321
H -3.558 -9.019 -1.238
H -4.522 -6.684 0.380
H -5.326 -7.343 -0.995
H -3.983 -4.340 -2.445
H -4.684 -4.460 -0.768
H -5.597 -5.202 -2.067
C 0.099 0.603 0.704
O -1.199 0.057 0.813
H 0.349 1.235 1.556
H 0.935 -0.084 0.838
H 0.383 1.243 -0.131
H -1.227 -0.484 1.606
C 0.664 -2.004 -5.014
O 0.112 -3.229 -5.360
H 0.579 -1.985 -3.927
H 1.732 -2.166 -5.165
H 0.201 -1.103 -5.416
H -0.203 -3.573 -4.521
C -7.662 2.909 -0.234
O -8.893 2.631 -1.068
H -7.453 2.089 0.452
H -6.829 2.914 -0.937
H -7.653 3.827 0.353
H -9.661 3.129 -0.778
C -0.552 6.607 2.803
O -0.649 8.008 2.569
H 0.294 6.416 3.463
H -1.393 6.078 3.252
H -0.470 6.130 1.827
H -1.094 8.420 3.314
C 7.584 0.109 -2.191
O 6.946 -0.871 -1.386
H 8.236 0.756 -1.604
H 7.985 -0.451 -3.035
H 6.779 0.708 -2.617
H 7.101 -1.731 -1.783
C 5.097 6.329 0.128
O 4.660 7.607 0.388
H 4.527 5.692 0.805
H 4.810 6.067 -0.891
H 6.174 6.305 0.291
H 3.715 7.706 0.521
C -1.207 5.364 -5.741
O -1.638 5.033 -7.085
H -1.558 6.354 -5.450
H -1.558 4.640 -5.005
H -0.121 5.277 -5.783
H -1.586 4.105 -7.324
C -0.539 -2.799 6.546
O -1.395 -3.094 5.476
H -1.127 -2.476 7.405
H 0.046 -3.669 6.844
H 0.161 -2.028 6.225
H -2.091 -3.618 5.878
C 7.700 1.352 4.505
O 6.629 2.242 4.637
H 8.333 1.565 3.643
H 8.324 1.209 5.386
H 7.393 0.344 4.226
H 5.861 1.677 4.748
*
```

Atomic partial charges in e from the Löwdin method, atoms 1 to 8:
1 C -0.09
2 O -0.19
3 C -0.20
4 C -0.19
5 O -0.21
6 C -0.10
7 H 0.08
8 H 0.08

---

No. 3
Below is a structure of composition C13H48F2MnN22O13 in a non-equilibrium geometry, with properties calculated with the ωB97M-V functional and the def2-TZVPD basis.

For the HOMO-LUMO gap (spin up / spin down), the calculation gives 6.00 / 8.29 eV.

```
! wB97M-V def2-TZVPD RIJCOSX def2/J DEFGRID3
* xyz 0 4
Mn -7.989 -13.425 -10.994
O -6.758 -12.103 -11.053
C -6.666 -11.263 -9.817
C -7.396 -12.055 -8.718
O -8.366 -12.856 -9.343
H -7.211 -10.347 -10.052
H -5.563 -11.086 -9.665
H -7.943 -11.351 -8.038
H -6.756 -12.655 -8.078
F -7.364 -13.846 -12.647
F -6.973 -15.044 -10.224
C -5.559 -11.704 -14.651
O -5.172 -11.393 -15.756
N -5.612 -12.978 -14.305
N -6.233 -10.817 -13.860
H -5.868 -13.171 -13.371
H -4.988 -13.644 -14.738
H -6.342 -11.147 -12.862
H -5.984 -9.830 -13.953
C -3.054 -14.903 -17.878
O -3.055 -14.613 -19.029
N -2.552 -16.189 -17.447
N -3.457 -14.083 -16.860
H -2.703 -16.683 -16.582
H -2.537 -16.771 -18.268
H -2.908 -14.233 -16.001
H -3.187 -13.174 -17.105
C -9.371 -11.405 -13.241
O -9.506 -11.897 -12.132
N -9.671 -10.041 -13.402
N -9.070 -12.060 -14.358
H -9.778 -9.666 -14.323
H -10.143 -9.539 -12.636
H -8.696 -12.974 -14.226
H -8.884 -11.659 -15.266
C -7.921 -19.691 -12.835
O -8.086 -20.030 -13.971
N -8.922 -19.482 -11.937
N -6.734 -19.465 -12.121
H -9.782 -19.134 -12.389
H -8.590 -19.162 -11.024
H -6.690 -18.742 -11.397
H -5.886 -19.532 -12.705
C -7.856 -12.224 -17.770
O -8.753 -12.336 -18.597
N -6.831 -13.191 -17.578
N -7.792 -11.086 -16.934
H -6.059 -12.744 -17.094
H -6.490 -13.553 -18.417
H -6.811 -10.777 -16.705
H -8.555 -10.400 -17.067
C -6.334 -18.513 -8.911
O -5.290 -18.091 -9.396
N -7.521 -17.882 -9.157
N -6.316 -19.698 -8.142
H -7.398 -16.954 -9.535
H -8.260 -18.105 -8.516
H -7.095 -19.722 -7.534
H -5.476 -20.112 -7.827
C -12.266 -18.277 -15.263
O -11.885 -17.619 -14.317
N -13.532 -18.343 -15.720
N -11.363 -19.012 -15.964
H -13.687 -18.967 -16.491
H -14.333 -18.144 -15.175
H -10.369 -18.736 -15.877
H -11.462 -19.136 -16.983
C -8.143 -16.917 -16.256
O -9.060 -17.610 -16.685
N -8.069 -15.556 -16.640
N -7.170 -17.483 -15.475
H -8.863 -15.060 -17.006
H -7.539 -14.859 -16.114
H -7.317 -18.482 -15.333
H -6.225 -17.053 -15.393
C -4.352 -16.210 -13.180
O -4.297 -15.790 -14.335
N -3.337 -17.133 -12.798
N -5.363 -16.074 -12.338
H -3.331 -17.257 -11.761
H -2.415 -16.875 -13.147
H -5.950 -15.310 -12.646
H -5.342 -16.068 -11.337
C -10.082 -15.231 -12.149
O -9.615 -14.606 -11.147
N -11.420 -15.461 -12.192
N -9.265 -15.568 -13.221
H -12.027 -14.988 -11.558
H -11.757 -16.136 -12.891
H -8.252 -15.370 -13.069
H -9.584 -15.672 -14.170
C -3.090 -14.022 -10.138
O -1.912 -14.215 -9.996
N -3.602 -13.128 -11.027
N -4.048 -14.736 -9.415
H -4.528 -12.874 -10.993
H -3.026 -12.338 -11.302
H -3.949 -15.654 -8.979
H -5.001 -14.450 -9.606
*
```

Atomic partial charges in e from the Löwdin method, atoms 1 to 8:
1 Mn 1.07
2 O -0.34
3 C -0.15
4 C -0.24
5 O -0.24
6 H 0.11
7 H 0.13
8 H 0.14

---

No. 4
Below is a cluster of 11 separate species, C13H48N6O11 in total in a non-equilibrium geometry, with properties calculated with the ωB97M-V functional and the def2-TZVPD basis.

For the HOMO-LUMO gap, the calculation gives 9.43 eV. The SMILES is NC(N)=O.NC(N)=O.NC(N)=O.CCO.CCO.CO.CO.CO.CO.CO.CO. For the relative energy (zero: lowest compared OMol25 entry of this formula, charge and spin), the calculation gives 0.3663 eV.

```
! wB97M-V def2-TZVPD RIJCOSX def2/J DEFGRID3
* xyz 0 1
C -17.227 4.434 -18.567
C -16.679 5.846 -18.744
O -15.291 5.858 -18.412
H -16.715 3.943 -17.790
H -17.066 3.834 -19.476
H -18.274 4.395 -18.324
H -17.195 6.528 -18.090
H -16.864 6.242 -19.772
H -15.126 5.365 -17.610
C -14.472 2.489 -19.846
C -13.466 2.967 -18.808
O -12.800 1.821 -18.208
H -15.311 1.903 -19.357
H -14.025 1.871 -20.641
H -15.002 3.380 -20.341
H -13.993 3.642 -18.120
H -12.600 3.508 -19.245
H -11.883 2.143 -17.919
C -18.429 1.429 -16.728
O -19.658 0.970 -17.154
N -18.436 2.426 -15.833
N -17.262 0.882 -16.946
H -19.317 2.875 -15.495
H -17.556 2.898 -15.501
H -17.265 0.088 -17.594
H -16.348 1.286 -16.730
C -15.250 3.239 -15.529
O -14.848 4.409 -16.145
N -16.174 3.292 -14.629
N -14.906 2.016 -15.880
H -16.640 4.231 -14.388
H -16.400 2.432 -14.109
H -14.179 1.903 -16.572
H -15.156 1.208 -15.395
C -16.695 0.129 -13.458
O -16.051 -0.405 -12.365
N -17.550 1.068 -13.454
N -16.415 -0.256 -14.680
H -17.922 1.333 -12.549
H -18.192 1.313 -14.211
H -15.781 -1.078 -14.789
H -16.887 0.080 -15.516
C -15.454 -1.256 -19.345
O -15.212 -0.454 -18.221
H -15.491 -0.696 -20.270
H -16.401 -1.648 -19.114
H -14.699 -2.098 -19.509
H -14.488 0.095 -18.490
C -14.278 2.933 -11.894
O -14.639 4.113 -12.583
H -14.204 3.082 -10.799
H -13.328 2.615 -12.302
H -15.113 2.222 -12.027
H -15.187 3.799 -13.305
C -14.457 7.191 -14.250
O -13.415 6.591 -13.537
H -14.316 8.305 -14.459
H -15.389 7.001 -13.837
H -14.524 6.829 -15.267
H -13.507 5.639 -13.579
C -12.253 -0.160 -15.426
O -12.264 -1.255 -14.535
H -12.696 -0.480 -16.334
H -11.216 0.083 -15.629
H -12.738 0.823 -15.070
H -12.269 -0.947 -13.629
C -11.961 3.715 -14.843
O -11.567 3.645 -16.210
H -12.959 4.025 -14.830
H -11.519 4.540 -14.218
H -11.989 2.784 -14.361
H -11.847 4.465 -16.671
C -18.008 5.943 -15.399
O -17.725 5.434 -14.112
H -18.662 5.331 -15.997
H -17.041 6.163 -15.927
H -18.512 6.915 -15.260
H -18.516 5.239 -13.592
*
```

Atomic partial charges in e from the Löwdin method, atoms 1 to 8:
1 C -0.09
2 C -0.28
3 O -0.09
4 H 0.02
5 H 0.07
6 H 0.07
7 H 0.08
8 H 0.13

---

| no. | total energy (eV) |
| --- | --- |
| 1 | -37676.2497 |
| 2 | -36740.9356 |
| 3 | -110427.2841 |
| 4 | -45718.6351 |